No. 1
Here is a molecular structure, C29H36N3O8Re in a non-equilibrium geometry from OMol25. Energies are from ωB97M-V/def2-TZVPD.

Element x y z (Å)
Re  -0.434  1.278  0.029
C  -1.627  2.272  1.813
C  -1.716  3.487  1.101
C  -0.381  4.016  0.902
C  0.526  3.123  1.444
C  -0.222  2.026  2.045
C  0.262  1.270  3.248
C  2.018  3.223  1.447
C  -0.059  5.291  0.202
C  -2.972  4.156  0.653
C  -2.752  1.555  2.502
H  -0.239  0.309  3.354
H  0.047  1.865  4.138
H  1.329  1.085  3.199
H  2.403  3.643  0.518
H  2.466  2.241  1.577
H  2.344  3.869  2.266
H  1.015  5.421  0.084
H  -0.435  6.142  0.774
H  -0.520  5.360  -0.786
H  -2.904  4.574  -0.354
H  -3.177  5.007  1.309
H  -3.831  3.490  0.701
H  -2.442  0.560  2.823
H  -3.642  1.458  1.876
H  -3.051  2.096  3.402
N  -0.818  2.738  -1.680
C  -1.201  2.234  -3.034
C  -2.183  1.076  -2.946
C  -3.327  1.283  -1.939
C  -3.404  0.133  -0.943
N  -2.109  -0.085  -0.219
H  -1.483  3.462  -1.441
H  0.084  3.197  -1.775
H  -0.293  1.918  -3.542
H  -1.625  3.066  -3.602
H  -1.621  0.187  -2.665
H  -2.569  0.866  -3.944
H  -4.289  1.371  -2.446
H  -3.193  2.208  -1.378
H  -3.661  -0.795  -1.456
H  -4.176  0.312  -0.196
H  -1.622  -0.895  -0.604
H  -2.312  -0.390  0.732
O  3.239  0.909  -1.429
C  2.166  0.375  -1.392
O  1.049  1.123  -1.222
C  1.959  -1.078  -1.631
C  0.745  -1.584  -2.068
C  0.553  -2.949  -2.302
C  1.634  -3.761  -2.070
O  1.705  -5.113  -2.171
C  3.091  -5.437  -2.015
O  3.730  -4.290  -1.455
C  2.858  -3.258  -1.640
C  3.059  -1.925  -1.414
H  -0.060  -0.897  -2.287
H  -0.386  -3.350  -2.655
H  3.521  -5.654  -2.996
H  3.188  -6.279  -1.335
H  4.002  -1.522  -1.072
O  2.182  -0.031  1.366
C  1.286  -0.835  1.232
O  0.059  -0.512  0.857
C  1.487  -2.293  1.503
C  2.671  -2.703  2.110
C  2.914  -4.048  2.339
C  1.985  -5.001  1.944
C  0.826  -4.571  1.325
C  0.552  -3.236  1.107
N  -0.158  -5.571  0.863
O  0.110  -6.740  1.027
O  -1.180  -5.154  0.347
H  3.395  -1.950  2.394
H  3.830  -4.359  2.821
H  2.147  -6.057  2.106
H  -0.367  -2.951  0.625

## Properties
* gap between HOMO and LUMO (spin up / spin down): 6.79 / 7.10 eV
* relative energy (zero: lowest compared OMol25 entry of this formula, charge and spin): 44.2 kcal/mol
* total energy: -1970.883519 a.u.
* multiplicity: 2
* HOMO (spin up / spin down): -10.6 / -10.6 eV
* charge: +1
* ⟨S²⟩: 0.759

Atomic partial charges in e from the Löwdin method, atoms 1 to 6: 1.64, -0.32, -0.20, -0.21, -0.23, -0.39

No. 2
Here is a gas-phase ion, C3H6N2O2 (charge +1) in a non-equilibrium geometry from OMol25. Energies are from ωB97M-V/def2-TZVPD.

Element x y z (Å)
O  1.241  1.496  1.009
C  0.087  1.347  0.775
C  -0.821  0.170  1.157
N  -0.592  -0.966  0.198
C  0.045  -0.678  -1.042
N  1.354  -0.660  -1.146
O  -0.742  -0.717  -1.991
H  -0.412  1.998  0.034
H  -0.523  -0.169  2.156
H  -1.863  0.488  1.181
H  -1.501  -1.394  0.010
H  1.790  -0.380  -2.019
H  1.939  -0.536  -0.322

## Properties
* gap between HOMO and LUMO (spin up / spin down): 10.71 / 6.04 eV
* relative energy (zero: lowest compared OMol25 entry of this formula, charge and spin): 22.8 kcal/mol
* total energy: -377.553716 a.u.
* multiplicity: 2
* HOMO (spin up / spin down): -15.2 / -15.1 eV
* charge: +1
* ⟨S²⟩: 0.764

Atomic partial charges in e from the Löwdin method, atoms 1 to 6: 0.13, -0.24, -0.05, 0.22, -0.53, 0.28

No. 3
Here is 2 unconnected molecules or ions with the total composition C8H12NO in a non-equilibrium geometry from OMol25. Energies are from ωB97M-V/def2-TZVPD.

Element x y z (Å)
C  1.909  0.956  0.705
C  2.057  0.336  -0.543
C  0.790  0.814  1.417
C  0.963  -0.196  -1.178
C  -0.333  -0.112  0.966
C  -0.306  -0.279  -0.588
C  -0.341  -1.451  1.768
C  -1.588  -0.782  -1.176
N  -0.931  1.758  -1.114
O  -1.711  1.665  -2.145
H  2.577  1.581  1.271
H  2.936  0.296  -1.033
H  0.482  1.321  2.417
H  1.181  -0.492  -2.329
H  -1.312  0.287  1.378
H  0.709  -1.480  2.220
H  -0.537  -2.290  1.003
H  -1.058  -1.460  2.577
H  -1.384  -1.595  -1.770
H  -1.936  0.064  -1.901
H  -2.188  -1.015  -0.409
H  0.023  2.074  -1.536

## Properties
* gap between HOMO and LUMO (spin up / spin down): 5.98 / 5.86 eV
* relative energy (zero: lowest compared OMol25 entry of this formula, charge and spin): 39.8 kcal/mol
* total energy: -441.843991 a.u.
* HOMO (spin up / spin down): -2.0 / -1.8 eV
* charge: -1

Atomic partial charges in e from the Löwdin method, atoms 1 to 6: -0.18, -0.18, -0.13, -0.13, -0.36, -0.32

No. 4
Here is 2 unconnected molecules or ions with the total composition C3H11N2 in a non-equilibrium geometry from OMol25. Energies are from ωB97M-V/def2-TZVPD.

Element x y z (Å)
C  -1.734  -0.837  1.122
C  -1.649  -1.332  2.559
H  -2.447  -1.393  0.525
H  -1.904  0.228  0.990
H  -0.742  -0.999  0.676
H  -0.921  -0.809  3.169
H  -1.366  -2.385  2.528
H  -2.609  -1.315  3.070
N  1.991  0.954  -0.696
C  2.045  1.301  -1.971
N  1.071  1.096  -2.810
H  1.371  0.212  -0.412
H  2.567  1.501  -0.076
H  2.991  1.590  -2.431
H  1.133  1.516  -3.725
H  0.202  0.670  -2.517

## Properties
* gap between HOMO and LUMO: 10.03 eV
* relative energy (zero: lowest compared OMol25 entry of this formula, charge and spin): 16.9 kcal/mol
* total energy: -230.155513 a.u.
* HOMO: -14.5 eV
* charge: +1

Atomic partial charges in e from the Löwdin method, atoms 1 to 6: -0.18, -0.16, 0.07, 0.06, 0.03, 0.06